Entry 1:
Entry from OMol25: the ion C3H7N2 with charge +1 (ωB97M-V/def2-TZVPD).

Each line ends with the natural charge from an NBO analysis.
Positions of all 12 atoms, in Å:
N 2.390 0.463 -0.462  -0.511
N -2.091 0.254 0.182  -0.612
C -0.806 0.395 -0.113  0.359
C 1.649 -0.044 0.381  0.121
C 0.244 -0.617 0.149  -0.584
H -0.048 -1.204 0.953  0.253
H -2.896 0.769 -0.106  0.452
H 1.930 0.673 -1.396  0.331
H -0.411 1.261 -0.728  0.248
H 0.348 -1.185 -0.812  0.308
H -2.387 -0.628 0.546  0.426
H 2.077 -0.137 1.406  0.208

As for the orbital gap: 8.55 eV. The LUMO energy comes out at -5.8 eV. Its energy above the lowest of the compared OMol25 structures with the same formula, charge and spin is 30.23 kcal/mol. As for the SMILES: [H]/N=C\CC=[NH2+]. For the total energy, the calculation gives -227.706166 Eh. Its net charge is +1.

***

Entry 2:
Entry from OMol25: a cluster of 2 separate species, C3H7N2O in total (ωB97M-V/def2-TZVPD).

Each line ends with the natural charge from an NBO analysis.
Positions of all 13 atoms, in Å:
O 0.945 -1.683 -0.786  -0.204
N 0.819 -0.507 -1.123  -0.097
N -0.275 1.688 0.750  -0.298
C -0.991 2.659 0.458  -0.054
C 0.751 1.047 0.710  0.208
C -0.182 -2.429 -0.325  -0.336
H 1.782 -0.081 -1.340  0.362
H -0.605 3.567 -0.174  0.234
H -0.075 -3.503 -0.494  0.246
H -0.429 -2.366 0.812  0.228
H -1.998 2.969 0.756  0.248
H -1.248 -2.169 -0.632  0.235
H 1.505 0.810 1.387  0.227

As for the orbital gap (alpha / beta): 8.44 / 7.07 eV. The LUMO energy (alpha / beta) comes out at -5.1 / -6.1 eV. Its energy above the lowest of the compared OMol25 structures with the same formula, charge and spin is 192.45 kcal/mol. For the total energy, the calculation gives -302.733324 Eh. Its net charge is +1.

***

Entry 3:
Entry from OMol25: a structure of composition C3H7N2O (ωB97M-V/def2-TZVPD).

Each line ends with the natural charge from an NBO analysis.
Positions of all 13 atoms, in Å:
O -1.899 0.882 0.265  -0.317
N -2.048 -1.463 -0.331  -0.391
N 1.116 -0.549 0.323  -0.690
C -1.466 -0.343 -0.150  0.297
C -0.025 0.089 -0.392  -0.214
C -0.546 1.460 0.077  -0.049
H 1.527 0.009 0.998  0.437
H -0.165 1.679 1.056  0.202
H 0.137 0.217 -1.490  0.232
H 0.812 -1.450 0.674  0.456
H 1.937 -0.855 -0.346  0.451
H -0.432 2.177 -0.630  0.223
H -3.054 -1.390 0.041  0.363

As for the orbital gap (alpha / beta): 6.25 / 8.35 eV. The LUMO energy (alpha / beta) comes out at -3.8 / -7.2 eV. Its energy above the lowest of the compared OMol25 structures with the same formula, charge and spin is 40.62 kcal/mol. For the total energy, the calculation gives -302.762279 Eh. As for the spin multiplicity: 3. Its net charge is +1.

***

Entry 4:
Entry from OMol25: a cluster of 2 separate species, C3H7N2O2 in total (ωB97M-V/def2-TZVPD).

Each line ends with the natural charge from an NBO analysis.
Positions of all 14 atoms, in Å:
O 1.496 -0.459 -1.254  -0.793
O 0.763 -1.092 0.778  -0.824
N 2.514 -2.187 -0.235  -0.912
N -1.112 0.862 1.316  -0.853
C -1.729 1.593 0.334  0.021
C 1.508 -1.167 -0.229  0.871
C -1.503 1.469 -0.984  -0.596
H -2.086 2.014 -1.714  0.173
H -0.606 0.956 -1.318  0.241
H -2.525 2.243 0.698  0.149
H 2.654 -2.520 -1.178  0.361
H -0.472 0.075 1.090  0.456
H -1.284 1.140 2.258  0.355
H 2.380 -2.926 0.436  0.352

As for the orbital gap: 7.92 eV. The LUMO energy comes out at 4.2 eV. Its energy above the lowest of the compared OMol25 structures with the same formula, charge and spin is 5.14 kcal/mol. For the total energy, the calculation gives -378.569922 Eh. Its net charge is -1.

***

Entry 5:
Entry from OMol25: a cluster of 2 separate species, C3H7N2O2 in total (ωB97M-V/def2-TZVPD).

Each line ends with the natural charge from an NBO analysis.
Positions of all 14 atoms, in Å:
O 0.296 2.081 0.698  -0.796
O -1.918 1.998 0.227  -0.789
N -0.652 -2.668 1.402  -0.374
N 0.130 -1.860 0.799  -0.289
C 1.010 0.164 -1.074  -0.646
C -0.410 0.462 -0.829  -0.561
C -0.798 1.504 -0.004  0.645
H 1.234 0.379 -2.113  0.167
H -0.083 2.579 1.462  0.470
H 1.420 -0.888 -0.761  0.173
H -1.143 -0.051 -1.495  0.175
H -0.739 -3.565 0.837  0.278
H 0.191 -1.077 1.354  0.321
H 1.461 0.944 -0.503  0.226

As for the orbital gap (alpha / beta): 6.28 / 6.28 eV. The LUMO energy (alpha / beta) comes out at 4.2 / 4.2 eV. Its energy above the lowest of the compared OMol25 structures with the same formula, charge and spin is 84.79 kcal/mol. For the total energy, the calculation gives -378.442979 Eh. Its net charge is -1.

***

Entry 6:
Entry from OMol25: a cluster of 2 separate species, C3H7N2S in total (ωB97M-V/def2-TZVPD).

Each line ends with the natural charge from an NBO analysis.
Positions of all 13 atoms, in Å:
S 2.826 1.165 -0.308  -0.202
N 0.330 -1.341 0.206  -0.440
N -0.337 1.002 0.026  -0.572
C 0.229 -0.143 0.035  0.709
C -1.745 1.362 -0.264  -0.408
C 0.312 -2.516 0.761  0.078
H 3.305 0.286 -1.368  0.172
H -2.422 0.987 0.507  0.238
H -1.892 1.105 -1.262  0.227
H -1.622 2.459 -0.113  0.239
H 0.331 1.744 -0.170  0.462
H 0.560 -3.402 0.028  0.245
H 0.125 -2.708 1.922  0.252

As for the orbital gap (alpha / beta): 5.65 / 5.76 eV. The LUMO energy (alpha / beta) comes out at -7.6 / -7.6 eV. Its energy above the lowest of the compared OMol25 structures with the same formula, charge and spin is 141.02 kcal/mol. For the total energy, the calculation gives -625.747450 Eh. Its net charge is +1.

***

Entry 7:
Entry from OMol25: the ion C3H7N2S with charge +1 (ωB97M-V/def2-TZVPD).

Each line ends with the natural charge from an NBO analysis.
Positions of all 13 atoms, in Å:
S 2.886 -0.222 0.308  0.292
N 0.918 1.387 -0.354  -0.368
N -0.276 -0.892 -0.577  -0.789
C 1.732 0.449 -0.798  0.050
C -0.185 1.277 0.190  0.207
C -0.841 -0.072 0.425  -0.304
H 2.041 0.580 -1.879  0.276
H -0.596 -0.763 -1.559  0.402
H -1.917 0.163 0.296  0.231
H -0.439 2.241 0.638  0.239
H -0.704 -0.569 1.305  0.246
H -0.355 -1.889 -0.310  0.411
H 2.182 0.130 1.271  0.108

As for the orbital gap: 9.41 eV. The LUMO energy comes out at -5.1 eV. Its energy above the lowest of the compared OMol25 structures with the same formula, charge and spin is 60.08 kcal/mol. For the total energy, the calculation gives -625.876435 Eh. Its net charge is +1.

***

Entry 8:
Entry from OMol25: the ion C3H7N2S with charge +1 (ωB97M-V/def2-TZVPD).

Each line ends with the natural charge from an NBO analysis.
Positions of all 13 atoms, in Å:
S 2.645 -0.090 0.037  0.290
N 0.948 0.087 -0.078  -0.475
N -0.957 1.112 0.170  -0.502
C -0.003 -1.054 0.134  -0.227
C 0.320 1.232 -0.058  0.382
C -1.408 -0.259 0.105  -0.235
H -1.960 -0.558 0.989  0.236
H -1.441 1.940 -0.133  0.437
H 0.292 -1.935 -0.410  0.255
H 0.646 2.201 -0.305  0.251
H 0.023 -1.256 1.184  0.222
H -2.054 -0.527 -0.730  0.240
H 2.947 -0.893 -0.904  0.126

As for the orbital gap: 10.18 eV. The LUMO energy comes out at -3.8 eV. Its energy above the lowest of the compared OMol25 structures with the same formula, charge and spin is 32.87 kcal/mol. As for the SMILES: SN1C=[NH+]CC1. For the total energy, the calculation gives -625.919804 Eh. Its net charge is +1.

***

Entry 9:
Entry from OMol25: the ion C3H7N2S2 with charge +1 (ωB97M-V/def2-TZVPD).

Each line ends with the natural charge from an NBO analysis.
Positions of all 14 atoms, in Å:
S 1.450 1.269 -1.970  0.396
S 2.348 1.721 -0.113  0.339
N -0.719 0.263 1.233  -0.847
N 0.969 -0.161 -0.844  -0.374
C 1.665 0.176 0.255  -0.045
C -0.136 -0.893 -0.857  -0.272
C -1.268 -0.121 -0.089  -0.234
H -1.617 0.826 -0.511  0.225
H 0.041 -1.696 -0.109  0.244
H -0.622 1.228 1.387  0.377
H -0.405 -1.294 -1.829  0.258
H 1.422 -0.297 1.228  0.303
H -2.081 -0.906 0.167  0.238
H -1.047 -0.115 2.053  0.392

As for the orbital gap: 8.32 eV. The LUMO energy comes out at -5.4 eV. Its energy above the lowest of the compared OMol25 structures with the same formula, charge and spin is 68.55 kcal/mol. As for the SMILES: NCC[n+]1css1. For the total energy, the calculation gives -1024.053756 Eh. Its net charge is +1.

***

Entry 10:
Entry from OMol25: a cluster of 2 separate species, C3H7N2S2 in total (ωB97M-V/def2-TZVPD).

Each line ends with the natural charge from an NBO analysis.
Positions of all 14 atoms, in Å:
S -2.315 -0.806 3.253  0.320
S 0.142 -1.611 0.928  0.373
N 0.296 0.521 -0.543  -0.665
N 1.795 -0.921 -2.218  -1.064
C -1.935 0.572 2.380  -0.369
C -1.106 0.844 1.332  -0.184
C -0.242 -0.002 0.539  0.070
H 1.518 -1.897 -2.227  0.395
H 0.069 1.467 -0.816  0.413
H 1.633 -0.539 -3.145  0.397
H 2.793 -0.884 -2.042  0.398
H -2.496 1.430 2.744  0.244
H -1.090 1.876 1.002  0.233
H 0.937 -0.050 -1.188  0.441

As for the orbital gap (alpha / beta): 6.30 / 6.18 eV. The LUMO energy (alpha / beta) comes out at -7.1 / -7.0 eV. Its energy above the lowest of the compared OMol25 structures with the same formula, charge and spin is 61.98 kcal/mol. For the total energy, the calculation gives -1024.064220 Eh. Its net charge is +1.